(1)
{
  "formula": "C21H37N5O8",
  "method": "wB97M-V/def2-TZVPD",
  "elements": ["C", "C", "C", "C", "C", "C", "N", "O", "C", "C", "C", "H", "H", "H", "H", "H", "H", "H", "H", "H", "H", "H", "H", "H", "H", "H", "H", "H", "H", "N", "O", "O", "O", "C", "C", "C", "C", "C", "C", "N", "O", "O", "H", "H", "H", "H", "H", "C", "O", "N", "C", "C", "H", "H", "H", "H", "H", "H", "H", "C", "O", "N", "C", "C", "H", "H", "H", "H", "H", "H", "H"],
  "xyz": [[0.2725, -2.4266, -2.3399], [1.4938, -3.1389, -1.5366], [2.5869, -2.1220, -1.3245], [3.7437, -2.5431, -0.3797], [3.0108, -2.6581, 1.0160], [1.8328, -3.6607, 0.9734], [0.9847, -3.5922, -0.1866], [-0.0932, -4.2775, -0.1079], [0.8563, -3.3091, 2.2576], [2.2882, -5.1076, 1.1158], [1.8110, -4.3164, -2.2552], [0.4002, -2.2079, -3.2889], [-0.2147, -1.5812, -1.9227], [-0.5544, -3.3080, -2.3927], [2.2140, -1.1549, -1.0991], [2.9392, -1.8810, -2.2914], [4.4667, -1.7335, -0.5569], [4.1516, -3.3139, -0.7644], [2.6510, -1.6232, 0.9986], [3.8317, -2.6923, 1.9155], [0.3634, -2.3141, 2.2191], [1.2724, -3.3903, 3.3735], [-0.0255, -3.9189, 2.2713], [3.0450, -5.4590, 0.2195], [1.4891, -5.8750, 1.3261], [2.8442, -5.2070, 2.0079], [1.2247, -5.3128, -2.1520], [2.5844, -4.7760, -1.8635], [1.9942, -4.0967, -3.4917], [-0.9992, -0.0095, 0.9493], [-1.2863, 0.6802, 1.9248], [0.1011, 0.1469, 0.3575], [-1.8595, -0.6912, 0.3200], [-4.0319, 2.3805, 0.8157], [-4.3806, 3.7506, 0.2458], [-5.1650, 4.6931, 1.0819], [-5.7916, 4.2324, 2.4427], [-5.3300, 2.9324, 3.0033], [-4.4441, 1.9888, 2.0718], [-6.5924, 5.0922, 3.2006], [-7.2972, 4.5170, 4.1622], [-6.5840, 6.2635, 3.0542], [-3.6201, 1.6996, 0.0917], [-3.7913, 4.0904, -0.8014], [-5.3209, 5.8737, 0.9120], [-5.3567, 2.5223, 4.0617], [-4.2046, 1.0952, 2.6131], [-2.4317, 2.0204, -4.3264], [-3.6106, 2.1439, -4.6167], [-1.8544, 0.9656, -3.7601], [-0.4474, 1.0482, -3.3736], [-2.6911, -0.2159, -3.3762], [-1.9197, 2.9167, -4.6614], [0.1027, 1.7988, -3.8987], [0.0732, 0.2042, -3.6087], [-0.1585, 1.0950, -2.3682], [-3.0687, -0.6761, -4.3551], [-3.5892, -0.0820, -2.8405], [-2.1378, -1.0446, -2.9298], [3.3085, 1.6576, 1.4934], [4.2277, 0.7582, 1.3353], [3.6256, 2.9109, 1.8074], [2.5229, 3.8971, 2.0744], [5.0678, 3.2450, 2.0134], [2.3464, 1.2018, 1.2348], [2.2830, 4.0112, 1.1127], [2.9984, 4.7406, 2.2381], [1.6872, 3.2108, 2.4401], [5.0993, 4.3673, 2.2327], [5.6419, 3.0181, 1.1390], [5.4145, 2.5473, 2.7464]],
  "forces_ev_per_a": [[-2.7, -4.9, 4.9], [-3.7, 4.7, 0.1], [1.0, -0.8, 0.1], [-4.1, 5.4, 1.6], [3.0, 1.5, -0.6], [0.0, 1.2, 4.4], [-5.0, -3.8, -0.4], [4.8, 3.7, -0.8], [0.2, 0.5, 1.5], [1.0, -2.3, -2.2], [-1.8, -3.2, -6.2], [1.9, 0.7, -4.7], [0.0, 0.7, 1.3], [1.6, 2.1, 0.2], [-0.9, 0.7, 1.1], [0.8, -0.3, -1.4], [-0.1, -0.1, 1.2], [2.9, -6.0, -2.2], [-0.5, -0.3, 1.0], [-2.6, -0.6, -2.0], [1.0, -0.1, -0.5], [0.0, 0.0, -2.9], [-0.2, -1.0, -0.3], [-2.1, 0.8, 2.2], [0.4, 1.0, -1.0], [1.0, 0.4, 0.9], [-0.7, 2.3, -0.5], [5.1, -1.5, 1.4], [-0.5, -0.6, 3.8], [-1.0, 1.3, -2.6], [0.1, -0.7, 0.7], [1.3, -0.5, 0.6], [0.1, -0.4, 1.2], [-2.1, 2.6, -0.8], [0.3, 1.0, 1.7], [0.1, -0.7, 0.9], [4.5, -4.2, -2.7], [1.8, 0.3, -3.3], [-2.5, 3.8, 2.1], [-2.7, -2.8, 4.8], [2.2, 1.6, -3.2], [0.1, 1.9, -0.9], [0.7, -0.3, 0.3], [-2.1, -0.9, 3.2], [0.3, -3.2, -0.1], [-0.8, 1.1, -1.5], [0.4, -0.5, -0.5], [-1.8, 1.3, -1.1], [-0.8, -1.1, 0.4], [0.6, -0.9, 1.7], [-0.9, 0.8, -0.6], [0.7, -1.1, -3.3], [1.8, -0.2, 0.5], [-0.2, 0.9, -0.4], [1.0, -2.9, -1.4], [-0.7, 0.8, 2.1], [0.5, 0.7, 1.0], [-0.7, 1.0, 1.0], [0.4, 0.7, 0.2], [3.7, -3.5, -1.1], [-1.7, 2.2, 0.5], [0.2, -0.3, 0.6], [-0.6, -7.3, -0.6], [-2.0, 1.1, -0.1], [-0.8, 1.4, 0.6], [-2.0, 1.1, -3.9], [1.3, 4.3, 2.8], [0.8, 2.3, 0.9], [0.3, -1.8, 0.1], [0.2, 0.1, -0.8], [0.6, 0.2, 0.9]],
  "mulliken_charge": [-1.92, 1.78, -1.75, -1.40, -1.00, 1.37, 1.12, -0.32, -1.43, -1.50, -1.73, 0.81, 0.07, 0.36, 0.51, 0.69, 0.44, 0.76, 0.29, 0.35, 0.25, 0.30, 0.52, 0.22, 0.36, 0.48, 0.33, 0.65, 0.25, 0.87, -0.66, -0.52, -0.65, -0.26, -0.32, -0.30, 0.03, -0.18, -0.34, 0.83, -0.57, -0.54, 0.49, 0.20, 0.26, 0.30, 0.39, -0.01, -0.59, 0.18, -1.27, -0.77, 0.40, 0.41, 0.33, 0.53, 0.32, 0.37, 0.15, 0.17, -0.71, 0.03, -1.04, -0.73, 0.33, 0.54, 0.38, 0.27, 0.23, 0.27, 0.31],
  "energy_ev": -46187.238,
  "charge": 0,
  "homo_lumo_gap_ev": 4.1,
  "relative_energy_kj_mol": 0.0
}

***

(2)
{
  "formula": "C17H49N6O8P2S2Si2TeY",
  "method": "wB97M-V/def2-TZVPD",
  "elements": ["Y", "N", "N", "C", "O", "O", "H", "H", "H", "C", "N", "C", "P", "O", "O", "P", "O", "N", "C", "C", "N", "C", "C", "N", "C", "C", "H", "H", "H", "H", "H", "H", "H", "H", "H", "H", "H", "H", "H", "H", "H", "H", "H", "H", "H", "H", "H", "H", "H", "H", "O", "S", "O", "O", "S", "C", "Si", "C", "C", "C", "Te", "C", "Si", "C", "C", "C", "H", "H", "H", "H", "H", "H", "H", "H", "H", "H", "H", "H", "H", "H", "H", "H", "H", "H", "H", "H", "H", "H"],
  "xyz": [[0.1700, 0.6296, -0.1057], [2.6130, -0.6107, -0.1846], [2.7751, -0.7423, -1.5741], [2.2581, 0.3138, -2.3566], [2.4224, 0.2578, -3.5632], [1.6210, 1.2051, -1.6742], [3.3563, -0.0651, 0.2436], [2.5728, -1.5274, 0.2460], [3.6245, -1.1624, -1.9207], [-5.0297, 0.6065, -3.1113], [-3.9570, 1.2563, -2.3767], [-4.3530, 2.4467, -1.6092], [-2.3701, 0.9995, -2.6134], [-1.5338, 1.4132, -1.4679], [-2.3041, -0.6253, -2.8377], [-1.5356, -1.7774, -2.0253], [-0.3446, -1.2626, -1.2822], [-2.6798, -2.4594, -1.0898], [-2.1746, -3.3196, -0.0126], [-3.9809, -1.8533, -0.8105], [-1.0423, -2.8740, -3.1262], [-2.0361, -3.6042, -3.9030], [0.2156, -2.6216, -3.8398], [-1.8394, 1.6509, -4.0178], [-2.6274, 1.5153, -5.2356], [-0.3918, 1.6878, -4.2558], [-5.5089, 1.2954, -3.8135], [-5.7948, 0.2647, -2.4096], [-4.6593, -0.2521, -3.6688], [-4.6515, 3.2599, -2.2765], [-3.5437, 2.7692, -0.9547], [-5.1982, 2.1816, -0.9716], [-1.2227, -3.7661, -0.2972], [-2.8903, -4.1218, 0.1721], [-2.0342, -2.7492, 0.9104], [-4.3709, -1.3720, -1.7017], [-3.9191, -1.1179, -0.0032], [-4.6712, -2.6479, -0.5232], [-2.9040, -3.8239, -3.2841], [-1.6011, -4.5461, -4.2394], [-2.3577, -3.0412, -4.7864], [0.9143, -2.0849, -3.2042], [0.0505, -2.0364, -4.7499], [0.6562, -3.5786, -4.1215], [-3.6784, 1.6947, -5.0408], [-2.5121, 0.5283, -5.7003], [-2.2903, 2.2657, -5.9507], [0.1484, 1.8586, -3.3294], [-0.1772, 2.5078, -4.9416], [-0.0209, 0.7581, -4.6978], [-1.2769, 2.7680, 3.1013], [-1.5612, 2.4231, 1.7278], [-0.2693, 2.5225, 0.9210], [-2.6173, 3.1586, 1.0751], [-1.9668, 0.4137, 1.6153], [4.8993, 4.3789, 3.0150], [3.3277, 3.4645, 3.4771], [3.5412, 2.6873, 5.1706], [1.8406, 4.5858, 3.4424], [3.0407, 2.1176, 2.1800], [1.5117, 0.7359, 2.7799], [2.8086, -0.9276, 3.1615], [1.9116, -2.5315, 3.5374], [3.2151, -3.7698, 4.0644], [0.6128, -2.2543, 4.8585], [1.0761, -3.1457, 1.9703], [5.0890, 5.2018, 3.7084], [4.8248, 4.7995, 2.0094], [5.7651, 3.7133, 3.0392], [3.7032, 3.4716, 5.9152], [4.4062, 2.0200, 5.2066], [2.6520, 2.1278, 5.4627], [1.9260, 5.3762, 4.1912], [0.9205, 4.0231, 3.6338], [1.7344, 5.0579, 2.4632], [3.9447, 1.5550, 1.9324], [2.6787, 2.5762, 1.2548], [3.4682, -0.6483, 3.9880], [3.4536, -1.0754, 2.2928], [3.7169, -3.4394, 4.9769], [3.9729, -3.9081, 3.2904], [2.7627, -4.7432, 4.2709], [0.9798, -2.5482, 5.8449], [-0.2818, -2.8459, 4.6559], [0.3176, -1.2064, 4.9085], [1.7993, -3.4363, 1.2032], [0.4039, -2.3886, 1.5511], [0.4765, -4.0328, 2.1907]],
  "forces_ev_per_a": [[0.1, 0.2, 0.0], [-0.3, -0.1, 0.0], [-0.1, -0.1, 0.0], [0.0, -0.1, 0.0], [0.1, 0.1, 0.0], [-0.1, 0.0, -0.3], [0.0, 0.0, 0.0], [0.0, 0.0, 0.0], [0.0, 0.1, 0.0], [0.0, 0.0, 0.0], [0.0, 0.1, -0.1], [0.0, 0.0, 0.0], [-0.1, 0.0, -0.1], [0.3, -0.1, -0.2], [0.0, 0.0, 0.0], [0.0, 0.0, 0.1], [0.0, 0.1, 0.0], [0.0, -0.1, 0.0], [-0.1, 0.0, 0.0], [0.0, 0.0, 0.0], [0.1, 0.0, 0.0], [0.0, 0.0, 0.0], [0.0, 0.0, 0.0], [-0.1, -0.1, 0.1], [0.1, 0.0, 0.0], [0.0, 0.0, 0.0], [0.0, 0.0, 0.0], [0.0, 0.0, 0.0], [0.0, 0.0, 0.0], [0.0, 0.0, 0.0], [0.0, 0.0, 0.0], [0.0, 0.0, 0.0], [0.0, 0.0, 0.0], [0.0, 0.0, 0.0], [0.0, 0.0, 0.0], [0.0, 0.0, 0.0], [0.0, 0.0, 0.0], [0.0, 0.0, 0.0], [0.0, 0.0, 0.0], [0.0, 0.0, 0.0], [0.0, 0.0, 0.0], [0.0, 0.0, 0.0], [0.0, 0.0, 0.0], [0.0, 0.0, 0.0], [-0.1, 0.0, 0.0], [0.0, 0.0, 0.0], [0.0, 0.0, 0.0], [0.0, 0.0, 0.0], [0.0, 0.0, 0.0], [0.0, 0.0, 0.0], [-0.1, 0.0, -0.1], [-0.1, 0.1, 0.3], [0.2, 0.1, -0.1], [0.1, 0.0, 0.1], [-0.1, -0.5, 0.0], [-0.1, 0.0, 0.0], [0.0, 0.0, 0.0], [0.1, 0.1, 0.0], [0.0, -0.1, 0.0], [0.0, 0.1, -0.1], [0.0, -0.1, 0.4], [0.2, 0.2, 0.0], [0.0, 0.0, 0.0], [-0.1, -0.1, 0.1], [0.1, -0.2, 0.1], [0.0, 0.0, 0.0], [0.0, 0.0, 0.0], [0.0, 0.0, 0.0], [0.0, 0.0, 0.0], [0.0, 0.0, 0.0], [0.0, 0.0, 0.0], [0.0, 0.0, 0.0], [0.0, 0.0, 0.0], [0.0, 0.1, 0.0], [0.0, 0.0, 0.0], [0.0, -0.1, 0.1], [0.0, 0.0, 0.0], [-0.1, 0.0, 0.0], [0.0, 0.0, 0.0], [0.0, 0.0, 0.0], [0.0, 0.0, 0.0], [0.0, 0.0, 0.0], [0.0, 0.1, 0.0], [0.0, 0.0, 0.0], [-0.1, 0.0, 0.0], [0.0, 0.0, 0.0], [0.0, 0.0, 0.0], [0.0, 0.0, 0.0]],
  "mulliken_charge": [1.36, -0.30, -0.26, 0.55, -0.72, -0.67, 0.28, 0.14, 0.26, -1.24, 0.82, -0.83, -0.01, -0.64, 0.12, -1.23, 1.01, 0.52, -1.12, -0.71, 0.33, -1.04, -0.85, 0.32, -0.90, -0.87, 0.37, 0.39, 0.31, 0.23, 0.15, 0.30, 0.39, 0.40, 0.24, 0.12, 0.19, 0.42, 0.31, 0.37, 0.26, 0.12, 0.27, 0.38, 0.24, 0.24, 0.37, 0.01, 0.50, 0.27, -0.65, 0.91, -0.48, -0.66, -0.50, -1.06, 0.14, -1.04, -0.85, -0.75, 0.03, -0.86, 0.26, -1.11, -1.11, -0.74, 0.31, 0.32, 0.30, 0.34, 0.31, 0.34, 0.37, 0.23, 0.28, 0.62, 0.35, 0.46, 0.36, 0.32, 0.30, 0.31, 0.34, 0.34, 0.34, 0.35, -0.09, 0.50],
  "energy_ev": -108097.367,
  "charge": 0,
  "homo_lumo_gap_ev": 7.8,
  "relative_energy_kj_mol": 61.3
}

***

What is the charge in the first record?
0